{
  "formula": "C4H12N2S2",
  "method": "ωB97M-V/def2-TZVPD",
  "species": ["N", "C", "C", "S", "S", "C", "C", "N", "H", "H", "H", "H", "H", "H", "H", "H", "H", "H", "H", "H"],
  "coordinates": [[2.540465, -0.355627, 1.306877], [1.924093, 0.481659, 0.287142], [1.130375, 1.699840, 0.832306], [0.176010, 1.289237, 2.414402], [0.097455, -1.407866, -2.081060], [-0.913454, -0.058935, -1.576874], [-1.598736, -0.341773, -0.286975], [-2.751262, -1.313645, 0.040666], [1.792278, -0.718065, 1.861023], [2.964794, 0.334096, 2.057302], [1.266451, -0.280125, -0.220041], [2.701111, 0.717136, -0.471523], [0.339246, 1.916175, 0.068306], [1.899728, 2.528463, 0.994279], [-1.388810, 0.452002, -2.350580], [-0.900902, -2.155063, -2.666567], [-0.810805, -0.645576, 0.436999], [-1.948191, 0.590271, 0.239353], [-3.680085, -0.860491, -0.074729], [-2.839760, -1.871713, -0.810307]],
  "forces_ev_per_angstrom": [[1.62, 2.64, 2.31], [-0.48, -1.62, -0.35], [0.32, -0.04, -0.05], [0.93, 0.30, -1.58], [0.62, -0.27, 0.33], [-2.43, -4.52, 0.91], [1.08, 2.79, 3.82], [-0.21, 0.44, -2.81], [-0.63, -0.87, 0.35], [-0.40, -1.78, -1.93], [0.25, 1.06, 0.26], [-0.59, 0.50, 0.53], [0.60, 0.55, 0.57], [-1.55, -0.75, -0.10], [-0.54, 1.56, -1.14], [0.25, 1.01, -0.46], [-0.17, -0.26, -0.60], [0.18, -0.29, -0.89], [0.80, 0.51, 0.57], [0.34, -0.98, 0.27]],
  "homo_energy_ev": [-13.33, -12.53],
  "homo_lumo_gap_ev": [5.5, 3.8],
  "charge": 1,
  "spin_multiplicity": 2,
  "total_energy_ev": -28979.57243,
  "de_lowest_kj_mol": 523.42
}